# 1
{
  "formula": "C11H44O11",
  "method": "wB97M-V/def2-TZVPD",
  "de_lowest_kcal_mol": 5.22,
  "e_homo_ev": [0.62, -7.33],
  "lumo_ev": [2.16, 2.10],
  "s2": 0.75,
  "multiplicity": 2,
  "homo_lumo_gap_ha": [0.0567, 0.3466],
  "total_charge": -1,
  "fmax_ev_per_a": 2.06,
  "species": ["C", "O", "H", "H", "H", "H", "C", "O", "H", "H", "H", "H", "C", "O", "H", "H", "H", "H", "C", "O", "H", "H", "H", "H", "C", "O", "H", "H", "H", "H", "C", "O", "H", "H", "H", "H", "C", "O", "H", "H", "H", "H", "C", "O", "H", "H", "H", "H", "C", "O", "H", "H", "H", "H", "C", "O", "H", "H", "H", "H", "C", "O", "H", "H", "H", "H"],
  "xyz": [[1.93, -2.78, -1.62], [2.44, -3.90, -2.33], [2.71, -2.04, -1.50], [1.08, -2.31, -2.12], [1.54, -3.02, -0.63], [1.80, -4.61, -2.20], [-2.42, -4.52, -0.98], [-2.81, -4.79, 0.31], [-3.15, -3.79, -1.33], [-1.38, -4.19, -1.03], [-2.55, -5.42, -1.58], [-2.17, -5.30, 0.81], [3.81, -0.23, 1.91], [3.22, -1.35, 1.29], [3.55, 0.74, 1.47], [3.38, -0.14, 2.91], [4.90, -0.26, 1.89], [2.45, -1.06, 0.78], [1.20, 4.31, -0.91], [0.50, 3.16, -0.54], [0.65, 5.20, -0.60], [2.23, 4.28, -0.58], [1.32, 4.26, -1.99], [0.21, 3.21, 0.37], [-2.14, -3.12, 2.91], [-3.40, -2.82, 2.30], [-2.28, -4.12, 3.33], [-1.25, -3.03, 2.29], [-1.96, -2.47, 3.77], [-3.50, -3.29, 1.47], [-0.42, 2.55, 2.70], [-0.09, 3.73, 2.02], [-1.12, 2.70, 3.52], [-0.77, 1.76, 2.03], [0.50, 2.15, 3.13], [-0.05, 4.38, 2.73], [-3.29, 2.72, -0.99], [-4.25, 1.73, -0.62], [-3.65, 3.59, -1.54], [-2.69, 3.06, -0.15], [-2.58, 2.28, -1.69], [-3.90, 1.20, 0.09], [1.57, 1.24, -3.61], [2.16, 0.00, -3.51], [2.23, 1.97, -4.07], [0.67, 1.15, -4.22], [1.30, 1.56, -2.61], [3.02, 0.10, -3.11], [-0.52, -0.47, -0.58], [0.83, -0.24, -0.27], [-1.24, 0.30, -0.30], [-0.68, -0.39, -1.65], [-0.75, -1.45, -0.15], [1.05, 0.64, -0.58], [-4.01, 0.17, 2.51], [-3.48, -0.29, 1.29], [-4.23, 1.24, 2.50], [-4.95, -0.32, 2.76], [-3.43, 0.08, 3.43], [-3.20, -1.19, 1.45], [4.11, 1.42, -1.16], [4.47, 0.51, -2.17], [4.74, 1.23, -0.29], [4.23, 2.44, -1.52], [3.04, 1.31, -0.98], [5.43, 0.53, -2.23]]
}

---

# 2
{
  "formula": "C5H10NO",
  "method": "wB97M-V/def2-TZVPD",
  "de_lowest_kcal_mol": 19.46,
  "e_homo_ev": -2.42,
  "lumo_ev": 4.07,
  "homo_lumo_gap_ha": 0.2388,
  "total_charge": -1,
  "fmax_ev_per_a": 4.17,
  "species": ["O", "C", "C", "C", "C", "C", "N", "H", "H", "H", "H", "H", "H", "H", "H", "H", "H"],
  "xyz": [[0.65, -0.15, -2.51], [1.18, -0.23, -1.32], [0.29, 0.49, -0.32], [-1.10, 0.04, -0.25], [-1.56, 0.05, 1.21], [-0.28, -0.37, 1.90], [0.86, 0.33, 1.13], [1.38, -1.17, -0.69], [2.17, 0.32, -1.26], [0.28, 1.58, -0.47], [-1.90, 0.64, -0.74], [-1.33, -0.95, -0.74], [-1.85, 1.10, 1.50], [-2.45, -0.59, 1.37], [-0.07, 0.02, 2.93], [-0.21, -1.56, 1.87], [1.59, -0.40, 1.01]]
}

---

# 3
{
  "formula": "C27H36AlNO2P2",
  "method": "wB97M-V/def2-TZVPD",
  "de_lowest_kcal_mol": 34.79,
  "e_homo_ev": -6.50,
  "lumo_ev": 0.01,
  "homo_lumo_gap_ha": 0.2391,
  "total_charge": 0,
  "fmax_ev_per_a": 3.31,
  "species": ["C", "C", "N", "C", "C", "C", "C", "P", "Al", "P", "C", "C", "C", "C", "C", "C", "C", "O", "O", "H", "H", "H", "C", "C", "H", "H", "H", "H", "C", "C", "H", "H", "H", "H", "H", "H", "H", "H", "H", "H", "H", "H", "H", "H", "H", "H", "H", "H", "H", "H", "H", "H", "C", "C", "C", "C", "C", "C", "C", "C", "C", "C", "H", "H", "H", "H", "H", "H", "H"],
  "xyz": [[-2.36, -2.85, -2.25], [-1.35, -2.25, -1.52], [-1.37, -0.92, -1.24], [-2.33, -0.13, -1.77], [-3.39, -0.69, -2.45], [-3.44, -2.08, -2.69], [-0.11, -3.03, -1.17], [1.11, -2.23, -0.05], [0.12, -0.13, -0.17], [-0.55, 1.95, -1.12], [-2.23, 1.36, -1.55], [1.99, 0.43, 0.51], [2.40, 0.23, 1.81], [3.57, 0.86, 2.27], [4.33, 1.62, 1.37], [3.97, 1.72, 0.02], [2.80, 1.10, -0.41], [1.19, -3.07, -4.44], [0.56, 0.01, -4.56], [-2.30, -3.92, -2.38], [-4.15, -0.01, -2.85], [-4.28, -2.51, -3.21], [0.94, -3.12, 1.51], [2.73, -2.70, -0.71], [-2.54, 1.86, -2.48], [-2.91, 1.65, -0.72], [0.60, -3.04, -1.98], [-0.29, -4.13, -1.02], [-0.79, 3.57, -0.37], [0.13, 2.34, -2.76], [1.80, -0.37, 2.50], [3.86, 0.74, 3.31], [5.21, 2.14, 1.71], [4.57, 2.28, -0.71], [2.56, 1.11, -1.48], [1.13, -0.38, -3.90], [1.15, 0.03, -5.33], [0.56, -2.36, -4.37], [0.47, -3.75, -4.56], [1.17, -0.46, -1.23], [1.06, -4.20, 1.40], [1.75, -2.71, 2.13], [-0.02, -2.87, 1.97], [2.96, -3.74, -0.46], [2.76, -2.53, -1.79], [3.44, -2.02, -0.22], [-0.55, 3.03, -3.29], [1.14, 2.77, -2.64], [0.22, 1.44, -3.37], [-1.27, 4.24, -1.10], [-1.41, 3.49, 0.53], [0.18, 3.98, -0.09], [-0.73, 2.94, 4.71], [0.12, 3.01, 3.60], [-0.02, 2.09, 2.59], [-0.96, 1.03, 2.61], [-1.02, 0.02, 1.61], [-2.01, -0.91, 1.79], [-2.92, -0.95, 2.88], [-2.84, 0.00, 3.87], [-1.85, 1.00, 3.76], [-1.71, 1.96, 4.78], [-0.62, 3.65, 5.52], [0.87, 3.77, 3.57], [0.64, 2.15, 1.74], [-2.15, -1.70, 1.06], [-3.67, -1.73, 2.91], [-3.53, 0.01, 4.72], [-2.38, 1.91, 5.64]]
}

---

# 4
{
  "formula": "C8H16N2O3",
  "method": "wB97M-V/def2-TZVPD",
  "de_lowest_kcal_mol": 140.04,
  "e_homo_ev": -9.09,
  "lumo_ev": 0.67,
  "homo_lumo_gap_ha": 0.3586,
  "total_charge": 0,
  "fmax_ev_per_a": 6.66,
  "species": ["C", "C", "C", "C", "N", "C", "O", "C", "C", "N", "C", "O", "O", "H", "H", "H", "H", "H", "H", "H", "H", "H", "H", "H", "H", "H", "H", "H", "H"],
  "xyz": [[1.11, 3.16, 1.34], [0.07, 2.32, 0.44], [-1.27, 2.08, 1.33], [0.79, 1.22, -0.03], [-0.07, 0.43, -0.94], [-0.59, -0.79, -0.54], [-0.40, -1.36, 0.63], [-1.56, -1.71, -1.50], [-1.57, -3.23, -0.88], [-1.44, -1.40, -3.06], [1.64, 0.14, 0.99], [2.00, 0.54, 2.11], [1.74, -1.19, 0.34], [2.17, 3.14, 0.77], [0.79, 4.31, 1.25], [1.24, 2.83, 2.41], [-0.30, 2.83, -0.51], [-0.95, 1.54, 2.25], [-1.94, 1.37, 0.93], [-1.78, 3.19, 1.31], [1.48, 1.77, -0.59], [-0.23, 0.67, -1.90], [-2.58, -1.58, -1.07], [-1.62, -3.14, 0.24], [-0.55, -3.78, -1.14], [-2.51, -3.74, -1.35], [-0.77, -1.96, -3.45], [-2.31, -1.77, -3.59], [1.99, -1.98, 0.93]]
}